Entry 1:
This record from the OMol25 dataset describes a molecular structure, C3H4MnO3. The level of theory is wB97M-V/def2-TZVPD.

Last column: Mulliken charge in e.
Element x y z (Å)
O  2.309  -0.344  -0.442  -0.7733
C  2.652  0.845  0.013  1.1018
O  3.800  1.297  -0.046  -0.6052
C  -1.641  -1.203  0.001  -0.4983
C  -1.937  0.110  -0.075  -0.5314
O  1.620  1.528  0.477  -0.7621
Mn  0.527  -0.033  0.209  0.7931
H  -1.659  -1.731  0.958  0.3407
H  -1.462  -1.793  -0.902  0.3251
H  -1.994  0.659  -1.019  0.3047
H  -2.215  0.665  0.826  0.3048

Forces on atoms 1 to 6 (eV/Å):
-0.75 -1.30 0.02
3.65 1.79 -0.70
-1.81 -0.80 0.24
0.29 -0.07 -0.21
0.15 0.25 0.37
-1.25 0.09 0.62

The HOMO energy (alpha / beta) is -8.37 / -8.76 eV. As for the frontier orbital gap (alpha / beta): 7.536 / 7.084 eV. The value obtained for the energy above the lowest of the compared OMol25 structures with the same formula, charge and spin is 0.0 kJ/mol. The largest force on an atom comes out at 4.1 eV/A. As for the spin multiplicity: 6.



Entry 2:
This record from the OMol25 dataset describes a single C3H4N2O molecule. The level of theory is wB97M-V/def2-TZVPD.

Last column: Mulliken charge in e.
Element x y z (Å)
O  -0.579  -0.725  -2.148  -0.4901
C  -0.139  -0.202  -0.989  0.5993
N  -0.706  0.881  -0.512  -0.7391
N  -0.156  1.046  0.726  0.1709
C  0.697  0.052  1.004  -0.3690
C  0.839  -0.804  -0.092  -0.4435
H  -1.316  -0.169  -2.452  0.3675
H  -0.194  1.974  1.116  0.2640
H  1.196  -0.135  1.948  0.4611
H  1.883  -0.355  -0.009  0.1790

Forces on atoms 1 to 6 (eV/Å):
0.21 0.23 0.00
0.13 0.38 0.08
-0.07 -0.28 -0.14
-0.26 0.03 0.32
-0.79 0.34 0.49
0.12 0.80 0.29

The HOMO energy is -8.81 eV. As for the frontier orbital gap: 9.688 eV. The value obtained for the energy above the lowest of the compared OMol25 structures with the same formula, charge and spin is 328.7 kJ/mol. The largest force on an atom comes out at 2.4 eV/A. As for the SMILES: Oc1cc[nH]n1.



Entry 3:
This record from the OMol25 dataset describes a molecular structure, C3H4N2O. The level of theory is wB97M-V/def2-TZVPD.

Last column: Mulliken charge in e.
Element x y z (Å)
C  0.472  0.263  0.111  0.5730
C  -1.001  -1.175  0.315  -0.2892
C  -1.243  -0.375  -0.724  -0.1253
H  1.784  1.887  -0.280  0.2292
H  2.421  0.715  0.924  0.2754
H  -1.582  -1.997  0.940  0.2766
H  -1.958  -0.443  -1.629  0.2945
N  1.712  0.960  0.063  -0.4764
N  0.069  -0.463  1.143  -0.5008
O  -0.312  0.510  -0.825  -0.2570

Forces on atoms 1 to 6 (eV/Å):
5.56 2.46 6.77
-0.91 -0.30 5.19
-5.14 -3.85 -2.74
-0.24 0.69 -0.26
-2.85 0.96 -3.06
1.13 1.89 -2.16

The HOMO energy is -8.65 eV. As for the frontier orbital gap: 9.541 eV. The value obtained for the energy above the lowest of the compared OMol25 structures with the same formula, charge and spin is 262.6 kJ/mol. The largest force on an atom comes out at 9.1 eV/A.



Entry 4:
This record from the OMol25 dataset describes a single C3H4N2O molecule. The level of theory is wB97M-V/def2-TZVPD.

Last column: Mulliken charge in e.
Element x y z (Å)
O  -1.573  1.208  -0.144  -0.5286
C  -0.506  0.339  -0.047  -0.2715
C  0.609  0.441  0.881  -0.0406
N  1.528  -0.445  0.822  -0.6284
N  -0.137  -1.726  -1.475  -0.5090
C  -0.342  -0.716  -0.828  0.7333
H  -1.368  1.949  -0.727  0.3235
H  0.602  1.327  1.517  0.3880
H  2.267  -0.277  1.494  0.2364
H  -1.080  -2.101  -1.492  0.2967

Forces on atoms 1 to 6 (eV/Å):
0.21 0.28 -0.18
0.40 -0.25 0.09
0.09 0.01 0.22
-0.06 0.42 0.35
-0.69 1.26 -0.77
0.03 -0.03 -0.39

The HOMO energy is -8.47 eV. As for the frontier orbital gap: 8.901 eV. The value obtained for the energy above the lowest of the compared OMol25 structures with the same formula, charge and spin is 339.9 kJ/mol. The largest force on an atom comes out at 1.8 eV/A. As for the SMILES: [H]/N=C/C(O)=C=N.



Entry 5:
This record from the OMol25 dataset describes 2 unconnected molecules or ions with the total composition C3H4N2O. The level of theory is wB97M-V/def2-TZVPD.

Last column: Mulliken charge in e.
Element x y z (Å)
C  0.637  2.125  0.660  0.3954
C  0.612  -0.465  1.997  0.2290
C  0.541  0.919  -0.097  -0.3024
N  0.647  3.055  1.317  -0.3846
N  -0.569  0.313  -0.620  -0.4852
O  1.266  -0.819  2.961  -0.3594
H  1.572  0.610  -0.207  0.3826
H  -0.373  -1.038  1.613  0.0678
H  -0.789  -0.661  -0.439  0.2246
H  -1.429  0.790  -0.590  0.2322

Forces on atoms 1 to 6 (eV/Å):
-1.65 -1.64 -1.33
1.17 -1.83 2.33
1.42 -0.19 1.99
0.26 1.80 0.99
0.46 -0.22 -0.19
-2.39 1.47 -3.59

The HOMO energy (alpha / beta) is -8.14 / -8.67 eV. As for the frontier orbital gap (alpha / beta): 7.730 / 8.242 eV. The value obtained for the energy above the lowest of the compared OMol25 structures with the same formula, charge and spin is 448.2 kJ/mol. The largest force on an atom comes out at 4.6 eV/A.



Entry 6:
This record from the OMol25 dataset describes a single C3H4N2O molecule. The level of theory is wB97M-V/def2-TZVPD.

Last column: Mulliken charge in e.
Element x y z (Å)
O  -2.354  0.203  0.156  -0.6231
C  -1.133  0.220  0.171  0.3465
N  -0.222  1.163  0.486  -0.2812
C  1.314  0.295  0.219  -0.3212
C  0.940  -0.889  -0.304  -0.1673
N  -0.460  -0.947  -0.270  -0.2323
H  -0.715  2.043  0.814  0.2727
H  2.120  0.889  0.604  0.3841
H  1.414  -1.803  -0.736  0.3856
H  -0.905  -1.174  -1.141  0.2362

Forces on atoms 1 to 6 (eV/Å):
0.28 0.98 0.26
0.09 -0.91 -0.33
1.14 -1.75 -0.28
-2.88 1.90 0.56
-1.05 1.16 0.42
0.06 -0.29 -0.73

The HOMO energy is -9.06 eV. As for the frontier orbital gap: 9.828 eV. The value obtained for the energy above the lowest of the compared OMol25 structures with the same formula, charge and spin is 220.9 kJ/mol. The largest force on an atom comes out at 3.5 eV/A. As for the SMILES: O=c1[nH]cc[nH]1.